Entry 1:
20
Properties=species:S:1:pos:R:3:forces:R:3 method="wB97M-V/def2-TZVPD" orbital_gap_ev="10.13 / 5.10" multiplicity=2 charge=+1 e_homo_ev="-14.387 / -14.387"
C -0.5610 -2.4950 -0.6537 -0.3 -1.1 0.4
C 0.1513 -1.7423 0.4256 -1.5 1.6 1.1
C -1.6882 -1.5474 -1.2285 1.9 -0.1 -1.5
O -2.6865 -1.4947 -0.5469 -1.5 -0.2 1.2
N -1.5540 -0.8029 -2.3241 1.6 -1.5 0.4
H 0.2389 -2.7612 -1.3630 -1.1 0.1 -0.7
H -1.0853 -3.4025 -0.2571 0.5 0.7 -0.6
H -0.5504 -1.5450 1.3056 1.5 -0.7 -0.7
H -2.3745 -0.5608 -2.8125 -1.2 0.8 -0.5
H -0.7675 -1.0423 -2.9225 -0.1 0.2 0.2
H 0.3339 -0.7539 0.0246 0.4 0.5 0.0
H 1.1403 -2.1544 0.5854 -0.1 -0.3 0.6
C 0.7428 1.8655 1.1122 4.0 -0.6 3.3
C 1.5276 3.1459 1.3573 0.9 -2.1 -0.1
H 0.0667 2.0820 0.4058 -2.6 0.2 -2.8
H 1.5619 1.1376 0.8073 -1.6 0.2 0.3
H 0.2518 1.6501 2.0661 0.0 -0.8 -0.3
H 2.4194 3.0808 1.9484 0.1 -0.3 0.9
H 0.9338 3.9192 1.6234 -1.9 2.4 1.4
H 1.8990 3.4212 0.4468 1.1 0.9 -2.7


Entry 2:
20
Properties=species:S:1:pos:R:3:forces:R:3 method="wB97M-V/def2-TZVPD" orbital_gap_ev="7.98 / 5.38" multiplicity=2 charge=+1 e_homo_ev="-13.855 / -13.807"
C -0.2141 -2.6649 -0.4657 2.1 2.0 -2.5
N 0.3099 -1.1672 -0.7821 -4.3 -0.9 -1.2
C -0.4221 -0.2372 0.1033 5.9 2.7 1.9
C -0.5139 1.2853 -0.3060 -3.5 -1.8 -0.3
C 0.5997 2.1298 -0.5960 2.9 -3.3 -1.4
C 0.5903 3.0959 -1.5248 -2.6 2.9 -1.6
H 0.6384 -3.0999 0.0788 -0.6 -0.7 -0.8
H -1.0948 -2.6993 0.1002 -1.2 0.3 1.1
H -0.5301 -2.9312 -1.5453 1.2 -0.9 2.1
H -0.2896 -1.1413 -1.6661 1.6 0.8 0.9
H -1.3463 -0.4336 0.4996 -2.5 -1.1 0.4
H 0.2614 -0.0782 1.0211 -1.0 -0.8 -0.9
H -1.3254 1.2370 -1.1089 1.0 1.1 0.5
H -1.0826 1.7308 0.5415 0.1 0.2 -0.1
H 1.5866 1.6126 -0.5544 -0.3 0.4 1.0
H -0.2756 3.8129 -1.5323 0.8 -0.4 0.1
H 1.1446 3.1561 -2.4779 0.5 -0.2 1.0
H 0.7154 -1.6116 4.1138 -0.3 2.1 -1.6
H 0.6366 -1.1901 2.6169 0.1 -0.5 -0.5
O 0.6115 -0.8062 3.4844 0.2 -1.8 2.2


Entry 3:
20
Properties=species:S:1:pos:R:3:forces:R:3 method="wB97M-V/def2-TZVPD" orbital_gap_ev="11.62 / 6.96" multiplicity=2 charge=+1 e_homo_ev="-14.561 / -14.549"
C -1.5871 -1.5099 0.5377 0.6 -0.8 -0.1
C -1.4053 -1.1748 2.0085 -0.4 0.5 0.3
C -1.1535 -0.4104 -0.4211 -1.1 0.9 0.6
N 0.1307 0.1341 -0.1933 0.9 -0.7 -0.7
C 0.9453 0.6670 -1.2698 0.0 0.3 0.6
C 2.2632 1.2489 -0.7709 0.4 0.0 -0.1
O 2.3046 2.6451 -0.7143 -0.3 0.6 0.1
H -2.6140 -1.8026 0.3017 0.1 0.2 0.0
H -0.9593 -2.3834 0.3474 -0.1 -0.2 -0.2
H -0.3673 -0.9275 2.2299 0.1 -0.1 0.2
H -2.0052 -0.3118 2.3353 0.1 -0.3 -0.2
H -1.6737 -2.0293 2.6361 0.1 0.2 -0.2
H -1.3156 -0.5559 -1.4907 0.2 -0.3 0.0
H -1.8303 0.4390 -0.1985 -0.1 0.2 -0.1
H 0.6781 -0.1502 0.6198 -0.4 0.1 0.3
H 1.1189 -0.1722 -1.9472 0.0 -0.1 -0.2
H 0.3616 1.4251 -1.7953 -0.1 -0.1 -0.2
H 2.5194 0.8639 0.2278 -0.2 -0.1 0.0
H 3.0796 0.9038 -1.4125 -0.2 0.0 -0.1
H 1.5099 3.1011 -1.0307 0.3 -0.4 0.1


Entry 4:
20
Properties=species:S:1:pos:R:3:forces:R:3 method="wB97M-V/def2-TZVPD" orbital_gap_ev="11.08 / 7.08" multiplicity=2 charge=+1 e_homo_ev="-15.193 / -15.192"
C -1.2216 0.7081 2.2443 -4.1 4.1 1.5
C -1.1057 1.5608 0.9675 -3.2 0.2 0.3
C -1.1000 0.7088 -0.2105 3.8 2.7 2.0
C 0.1379 0.4355 -0.6995 -1.7 -1.8 -3.8
N 0.0886 -0.4448 -1.8530 0.1 0.4 3.9
C 0.4366 -1.8573 -1.5259 -0.5 0.0 2.1
H -0.4155 0.1965 2.5865 2.6 -1.7 0.3
H -1.4452 1.4846 3.1232 0.4 -1.7 -1.8
H -2.1410 0.1212 2.1644 0.4 -0.3 0.2
H -0.2458 2.1211 0.9510 2.1 1.5 0.3
H -2.0138 2.3006 0.8371 1.5 -1.4 0.6
H -1.9927 0.3660 -0.4861 -3.3 -1.7 -1.8
H 1.0209 0.8527 -0.2502 0.4 -0.3 -0.1
H -0.8426 -0.3690 -2.2360 -0.1 -0.1 -0.6
H 1.1952 -1.8451 -0.6996 -0.7 -0.1 -0.8
H 0.8593 -2.3243 -2.3619 0.3 -0.9 -1.2
H -0.5082 -2.4182 -1.0974 1.8 1.2 -1.1
H 2.4742 -0.1811 -0.3255 1.3 0.7 0.7
H 3.3679 -1.0931 -0.8299 1.3 -1.6 -1.0
O 3.4515 -0.3230 -0.2984 -2.2 0.8 0.3


Entry 5:
21
Properties=species:S:1:pos:R:3:forces:R:3 method="wB97M-V/def2-TZVPD" orbital_gap_ev=9.38 multiplicity=1 charge=0 smiles="CCC[C@H](N)C=O.O" e_homo_ev=-8.687
O 1.9269 -1.8610 -0.3518 -2.7 -3.2 1.2
C 0.7801 -2.1436 0.0716 3.2 7.4 -2.0
C -0.0744 -0.7895 0.2282 -1.1 1.5 -0.4
C 0.8475 0.3553 0.8927 0.6 -0.8 -1.9
C 0.3236 1.7547 0.8930 -6.1 -2.8 -1.1
C 0.1471 2.4582 -0.4290 3.6 3.3 2.2
N -1.2994 -1.1186 0.9405 -2.3 -0.3 -1.0
H 0.2464 -2.9985 0.3722 -0.1 -2.0 0.3
H -0.4934 -0.3539 -0.8586 1.9 -1.3 3.3
H 1.7154 0.3538 0.2134 0.1 -0.2 0.5
H 1.1920 0.1987 1.9053 0.0 -0.9 0.3
H -0.8356 1.5494 1.3062 2.5 1.0 -0.7
H 0.7294 2.3324 1.6062 1.8 2.0 2.4
H -0.5899 2.0525 -0.9385 -3.6 -2.0 -2.6
H -0.2059 3.5450 -0.1661 1.1 -1.7 -1.0
H 1.0824 2.3500 -1.0735 -1.0 0.8 0.8
H -1.4696 -0.9401 1.8930 1.0 0.3 1.5
H -2.2372 -0.8694 0.5596 1.6 -0.1 -0.4
H -0.1988 -1.7488 -2.9899 0.7 -0.5 -1.6
H -0.9703 -2.4563 -1.9118 -1.6 -3.7 0.8
O -0.6161 -1.6705 -2.1628 0.5 3.4 -0.6


Entry 6:
21
Properties=species:S:1:pos:R:3:forces:R:3 method="wB97M-V/def2-TZVPD" orbital_gap_ev=9.03 multiplicity=1 charge=0 smiles="C=C/C=C(/C)N.O.O" e_homo_ev=-8.357
N -1.1900 0.5855 -0.1795 -0.4 -0.2 -0.3
C -0.8438 -0.6196 0.4594 0.9 0.0 1.3
C 0.0171 -1.4950 -0.0520 0.4 0.1 -1.0
C 0.7813 -1.2510 -1.3217 -1.3 -0.4 0.9
C 0.3913 -1.7396 -2.4857 0.9 0.4 -0.6
C -1.2073 -0.6724 1.9443 -0.2 0.4 -0.9
H -1.9277 1.0502 0.3236 0.0 0.2 0.1
H -1.5063 0.4577 -1.1329 0.3 -0.1 -0.1
H 0.2885 -2.4114 0.4505 -0.1 0.1 0.5
H 1.6681 -0.6513 -1.1658 0.3 0.0 -0.5
H 1.0182 -1.5637 -3.3560 -0.2 -0.1 -0.1
H -0.5176 -2.3040 -2.6200 -0.1 -0.1 0.1
H -0.3268 -0.6533 2.5762 0.1 -0.5 0.0
H -1.8852 -1.4790 2.1875 0.1 -0.3 0.2
H -1.6992 0.2532 2.1753 -0.5 0.4 0.3
H 1.8287 2.8012 -1.9353 0.1 0.0 -0.3
H 0.6520 1.8982 -1.9504 0.0 -0.2 -0.3
O 1.3683 2.1947 -2.5315 -0.2 0.2 0.7
H 1.3809 2.3045 3.4431 0.1 -0.2 0.1
H 0.9002 1.1839 2.4719 0.2 -0.1 0.1
O 0.8094 2.1112 2.6989 -0.3 0.3 -0.2


Entry 7:
21
Properties=species:S:1:pos:R:3:forces:R:3 method="wB97M-V/def2-TZVPD" orbital_gap_ev=10.24 multiplicity=1 charge=0 smiles="CCCNCC=O.O" e_homo_ev=-9.504
C 0.5219 0.0653 1.0035 0.2 0.7 -1.7
C 1.4627 -0.9769 1.5458 -0.2 0.7 3.0
C -0.6938 -0.5211 0.2528 -0.3 -2.0 -1.8
N -1.8273 0.3057 -0.0487 -0.8 1.0 -0.3
C -1.5495 1.2313 -1.1437 2.0 -1.9 0.4
C -0.7198 2.3952 -0.6745 1.6 -2.0 -1.3
O 0.1744 2.7242 -1.4255 -0.4 1.3 1.3
H 1.1704 0.8023 0.4199 -1.3 -0.7 0.4
H 0.1444 0.5816 1.8781 -0.3 0.3 0.0
H 0.9126 -1.9105 1.7209 -0.5 0.4 1.6
H 1.9282 -0.3522 2.4710 -0.6 -2.6 -1.8
H 2.1939 -1.5027 0.9963 1.7 0.9 -1.1
H -1.2318 -1.3096 0.8385 1.4 0.1 -0.1
H -0.3945 -0.9987 -0.8192 -0.1 0.6 2.4
H -2.6521 -0.3034 -0.2333 1.0 0.9 0.1
H -2.4382 1.7160 -1.3987 -1.8 0.2 -1.3
H -0.8751 0.6849 -1.9642 -1.9 1.3 1.1
H -0.9033 2.6430 0.3809 0.2 1.0 0.0
H 1.7983 -1.8908 -0.4869 0.3 0.1 -2.6
H 1.0435 -1.5250 -1.8188 1.8 -0.6 0.5
O 1.9353 -1.8584 -1.4941 -1.9 0.4 1.5


Entry 8:
21
Properties=species:S:1:pos:R:3:forces:R:3 method="wB97M-V/def2-TZVPD" orbital_gap_ev=10.43 multiplicity=1 charge=0 smiles="CCCC(=O)NC.O" e_homo_ev=-9.749
C -1.9126 -1.6499 0.1553 -0.4 0.2 0.5
C -1.7781 -0.3305 -0.5958 0.1 0.3 0.1
C -0.3520 -0.1377 -1.1670 -0.9 -0.7 -0.5
C 0.6791 -0.3555 -0.0996 0.3 1.0 0.6
N 0.7401 0.6013 0.9000 -0.3 0.0 -0.3
C 0.0647 1.8910 0.9165 -0.1 -0.9 1.0
O 1.4040 -1.3225 -0.0299 -0.2 -0.5 -0.1
H -2.9272 -2.0431 0.1747 -0.1 0.0 -0.4
H -1.6785 -1.5536 1.2197 0.3 0.2 -0.1
H -1.2381 -2.3731 -0.2617 0.2 -0.6 -0.2
H -2.4484 -0.2725 -1.4502 -0.2 -0.1 0.0
H -2.0633 0.4809 0.0697 0.0 0.2 0.0
H -0.3011 0.7956 -1.7300 0.3 0.1 0.3
H -0.2659 -0.9491 -1.8932 0.5 0.1 0.0
H 1.0437 0.2180 1.7788 0.3 0.1 0.1
H -0.2135 2.1376 -0.0769 0.1 0.6 -0.8
H 0.7062 2.6213 1.3995 0.1 0.3 -0.3
H -0.8644 1.8692 1.4842 -0.2 -0.1 0.2
H 3.5401 0.7087 -0.7187 0.1 -0.2 0.0
H 3.7563 -0.3057 0.3917 0.0 -0.1 -0.4
O 4.1090 -0.0307 -0.4670 0.0 0.3 0.3


Entry 9:
21
Properties=species:S:1:pos:R:3:forces:R:3 method="wB97M-V/def2-TZVPD" orbital_gap_ev=9.89 multiplicity=1 charge=0 smiles="CC(=O)N(C)O.CC" e_homo_ev=-9.151
C 1.3649 0.8047 -1.0920 -2.4 -1.2 -0.3
C -0.3142 -1.7687 1.2336 0.3 0.0 0.0
C 2.5133 -0.0393 -0.5788 0.1 0.1 0.0
N -0.7746 -0.4680 0.8203 -0.1 -0.2 -1.1
O -0.5522 0.5444 1.7591 -0.1 0.1 -0.6
H 0.1321 1.1235 1.3846 0.0 -0.2 0.1
H 1.5147 1.1288 -2.1176 0.2 0.1 -0.1
H 1.2248 1.6976 -0.4869 -0.1 0.2 0.1
H -0.6353 -2.4967 0.4929 -0.1 0.1 0.0
H 0.7771 -1.7855 1.2781 0.0 0.0 0.1
H -0.7254 -2.0256 2.2107 0.0 0.0 0.0
H 3.4354 0.5435 -0.5804 0.0 0.0 0.0
H 2.6783 -0.9103 -1.2095 0.0 -0.1 0.0
H 2.3520 -0.3699 0.4469 0.0 -0.1 0.0
C -2.2776 1.0821 -0.3184 0.8 0.3 -1.0
C -1.6063 -0.2792 -0.2978 -2.6 -0.7 3.7
O -2.1262 -1.2550 -0.8203 1.3 0.4 -0.9
H 0.3278 0.2099 -1.1037 2.7 1.3 -0.1
H -1.5494 1.8390 -0.6092 -0.1 0.3 0.1
H -2.6916 1.3445 0.6522 0.2 -0.2 0.1
H -3.0676 1.0804 -1.0638 0.0 -0.2 0.0


Entry 10:
21
Properties=species:S:1:pos:R:3:forces:R:3 method="wB97M-V/def2-TZVPD" orbital_gap_ev=9.83 multiplicity=1 charge=0 smiles="CC(N)=O.CCOC" e_homo_ev=-8.941
C -1.5143 -0.5388 0.5556 1.1 3.6 0.8
C 0.0985 1.5666 1.0111 -0.7 -0.2 0.6
C -2.7161 0.0192 -0.1461 -0.1 -0.1 -0.1
O -0.2879 0.6084 0.0620 -2.1 -1.5 0.2
H -1.4226 -0.3246 1.6166 -0.5 0.1 0.1
H -1.4803 -1.6214 0.4614 1.1 0.2 -0.6
H -0.7748 2.0280 1.4960 0.1 0.1 0.1
H 0.6424 2.3634 0.4860 -0.1 -0.2 0.0
H 0.7543 1.1349 1.7797 -0.1 0.1 0.0
H -2.7063 -0.2751 -1.1999 0.0 0.0 0.1
H -3.6313 -0.3912 0.2964 0.1 0.1 0.0
H -2.7409 1.1075 -0.1072 -0.1 -0.1 0.1
C 2.6550 0.0422 -0.8944 -0.1 0.8 0.5
C 1.6036 -0.7323 -0.1435 0.0 -1.3 -1.6
N 0.6052 -1.3177 -0.9450 1.4 -2.7 1.4
O 1.7537 -1.1205 1.0066 -0.3 0.4 -0.7
H 0.2700 -2.0711 -0.3475 -0.3 0.2 -0.8
H 0.0912 -1.1505 -1.7962 0.7 0.7 0.2
H 3.1992 0.6692 -0.1868 0.0 0.1 -0.1
H 3.3768 -0.6580 -1.3220 -0.3 -0.1 0.0
H 2.2247 0.6618 -1.6830 0.0 -0.1 0.0


Entry 11:
21
Properties=species:S:1:pos:R:3:forces:R:3 method="wB97M-V/def2-TZVPD" orbital_gap_ev=10.13 multiplicity=1 charge=0 smiles=C[C@H](NCO)[C@@H](C)O e_homo_ev=-9.333
C -0.8151 0.0366 -1.9161 -0.6 0.4 0.8
C -0.3104 -0.1789 -0.4807 -0.3 1.4 0.6
C 1.2099 -0.1076 -0.4850 0.8 -1.1 0.2
C 1.9093 -0.5132 0.8136 -0.3 -0.3 0.7
O 1.6836 -1.0200 -1.4919 0.3 0.0 -0.1
N -0.9603 0.8719 0.3686 0.4 -0.8 0.6
C -1.2489 0.5072 1.7550 -1.7 0.5 -1.2
O -2.4514 -0.2737 1.8079 0.5 -0.2 -0.3
H -0.7895 -0.8595 -2.5311 0.0 0.2 -0.1
H -0.2673 0.8791 -2.3374 0.5 -0.2 -0.4
H -1.8070 0.4943 -1.8345 -0.2 -0.7 -0.2
H -0.6192 -1.0905 0.0282 0.0 -0.5 -0.6
H 1.5919 0.8726 -0.7328 -0.4 0.7 -0.2
H 2.2417 -1.5541 0.8156 0.0 0.1 -0.5
H 1.2629 -0.4718 1.6855 -0.2 0.3 0.0
H 2.7586 0.1174 1.0564 0.2 0.0 -0.2
H 1.8065 -0.5650 -2.3345 -0.2 0.0 0.3
H -0.4239 1.7154 0.4034 0.3 0.6 -0.3
H -0.4799 -0.0504 2.2415 0.5 -0.4 0.5
H -1.4856 1.4417 2.2604 0.4 0.1 0.3
H -2.8058 -0.2517 0.9079 -0.1 0.1 0.2


Entry 12:
21
Properties=species:S:1:pos:R:3:forces:R:3 method="wB97M-V/def2-TZVPD" orbital_gap_ev=7.88 multiplicity=1 charge=0 e_homo_ev=-7.038
C -0.6959 -0.7175 0.0410 -4.9 1.8 -2.6
C -0.1712 0.5104 0.5613 3.3 -2.6 2.0
C -2.3292 0.1771 -0.8988 1.3 -1.5 -0.1
C 1.1766 -0.6518 1.3987 -0.4 2.2 0.3
C 2.5386 -0.1106 1.0428 -0.1 0.1 0.2
N 0.3025 1.4718 -0.3033 -0.3 -0.4 0.2
O -0.1164 -1.3280 -1.0298 0.4 0.3 0.0
O -1.8756 0.0830 -2.2747 -0.3 0.0 0.1
H -0.3546 -0.7882 -1.8224 -0.2 -0.4 0.3
H -2.4503 -0.4491 -2.8378 0.0 0.0 0.3
H -1.1693 -1.3917 0.7463 0.3 0.0 0.0
H -0.6996 0.8974 1.4261 0.0 -0.1 -0.1
H 0.4585 1.1934 -1.2635 0.2 0.7 0.4
H 0.4460 2.3895 0.0851 0.2 -0.2 -0.7
H -3.2174 -0.4193 -0.6669 0.1 0.0 -0.4
H -2.5370 1.2401 -0.7441 0.4 -0.2 0.5
H 0.8866 -0.4641 2.4319 0.3 0.0 0.2
H 1.1570 -1.7323 1.2613 -0.6 0.1 -0.5
H 2.7567 -0.3097 -0.0077 0.1 0.1 0.0
H 2.5705 0.9691 1.2030 0.1 0.0 -0.1
H 3.3236 -0.5693 1.6516 0.1 0.0 -0.1


no.,DFT total energy (eV),molecular weight (g mol⁻¹)
1,-8923.3485,103.16
2,-8920.5879,103.16
3,-8924.5132,103.16
4,-8922.5361,103.16
5,-10977.6168,119.16
6,-10979.5446,119.16
7,-10978.1827,119.16
8,-10981.0416,119.16
9,-10978.8663,119.16
10,-10978.3521,119.16
11,-10980.0500,119.16
12,-10976.8437,119.16